Density functional theory data (wB97M-V/def2-TZVPD) for a single C20H23N3O3S molecule.

Output
- orbital gap (eV) = 8.86
- maximum force (eV Å⁻¹) = 0.8
- SMILES = CCOC(=O)c1c(C)[nH]c(C)c1C(=O)CSc1nc2ccccc2n1CC
- ΔE to the lowest compared entry with this formula, charge and spin (kcal per mole) = 15.2

Geometry (Å):
C (1.603, 0.520, -5.644)
C (0.382, 0.692, -4.749)
H (-0.163, 1.606, -4.996)
H (-0.281, -0.174, -4.848)
O (0.750, 0.840, -3.381)
C (0.976, -0.286, -2.692)
O (0.908, -1.389, -3.190)
C (1.355, -0.003, -1.305)
C (2.009, 1.138, -0.892)
N (2.304, 0.991, 0.428)
C (1.856, -0.198, 0.898)
C (1.241, -0.863, -0.155)
C (0.455, -2.068, 0.046)
O (0.597, -2.799, 1.011)
C (-0.648, -2.365, -0.944)
H (-0.226, -2.513, -1.939)
H (-1.189, -3.260, -0.634)
S (-1.840, -0.972, -1.131)
C (-1.487, -0.040, 0.309)
N (-0.999, 1.166, 0.265)
C (-0.802, 1.525, 1.570)
C (-0.263, 2.686, 2.112)
C (-0.142, 2.756, 3.483)
C (-0.547, 1.703, 4.309)
C (-1.086, 0.543, 3.793)
C (-1.210, 0.464, 2.414)
N (-1.660, -0.526, 1.577)
C (-2.305, -1.745, 1.987)
C (-3.716, -1.471, 2.503)
H (-4.321, -1.026, 1.716)
H (-4.180, -2.402, 2.817)
H (-3.691, -0.788, 3.348)
H (-1.693, -2.219, 2.760)
H (-2.355, -2.416, 1.130)
H (-1.388, -0.269, 4.437)
H (-0.432, 1.803, 5.378)
H (0.274, 3.643, 3.938)
H (0.047, 3.495, 1.469)
C (2.044, -0.585, 2.316)
H (1.391, -1.418, 2.558)
H (3.072, -0.911, 2.484)
H (1.834, 0.256, 2.976)
H (2.751, 1.694, 0.996)
C (2.390, 2.368, -1.627)
H (1.513, 3.000, -1.763)
H (2.773, 2.123, -2.614)
H (3.146, 2.924, -1.075)
H (1.288, 0.453, -6.681)
H (2.277, 1.365, -5.531)
H (2.130, -0.393, -5.377)

Charge distribution, Mulliken scheme, values in e: -1.13 -0.32 0.35 0.33 -0.27 -0.46 -0.68 1.70 0.24 0.26 -0.93 0.83 0.52 -0.67 -1.10 0.63 0.61 -0.31 0.04 -0.50 0.66 -0.84 -0.53 -0.84 -0.64 0.48 0.68 -0.56 -1.31 0.30 0.43 0.34 0.41 0.20 0.47 0.40 0.39 0.53 -1.52 0.21 0.41 0.37 0.33 -1.49 0.24 0.31 0.44 0.40 0.28 0.31

***

Density functional theory data (wB97M-V/def2-TZVPD) for 11 unconnected molecules or ions with the total composition C38H107N9O11 at a distorted geometry.

Output
- orbital gap (eV) = 9.17
- maximum force (eV Å⁻¹) = 1.9
- SMILES = COC[C@H](C)N.COC[C@H](C)N.COC[C@H](C)N.COC[C@H](C)N.COC[C@H](C)N.COC[C@H](C)N.COC[C@H](C)N.COC[C@H](C)N.COC[C@H](C)N.CO.CO
- ΔE to the lowest compared entry with this formula, charge and spin (kcal per mole) = 25.9

Geometry (Å):
C (-24.463, -16.222, 13.370)
O (-25.418, -15.317, 12.841)
H (-23.545, -16.281, 12.779)
H (-24.175, -15.927, 14.383)
H (-24.908, -17.211, 13.461)
H (-25.189, -14.418, 13.085)
C (-24.630, -22.548, 13.021)
O (-25.162, -22.884, 14.267)
H (-23.534, -22.489, 13.020)
H (-24.980, -23.267, 12.283)
H (-24.957, -21.549, 12.692)
H (-24.880, -22.208, 14.908)
C (-30.269, -20.913, 20.742)
C (-31.113, -20.921, 19.492)
C (-30.350, -21.032, 18.194)
O (-29.672, -19.841, 17.890)
C (-28.940, -19.972, 16.695)
N (-32.013, -22.097, 19.542)
H (-29.715, -19.968, 20.816)
H (-29.530, -21.710, 20.764)
H (-30.887, -20.808, 21.638)
H (-31.753, -20.030, 19.463)
H (-31.092, -21.251, 17.409)
H (-29.648, -21.878, 18.241)
H (-29.609, -20.155, 15.843)
H (-28.195, -20.783, 16.689)
H (-28.392, -19.044, 16.536)
H (-32.542, -22.073, 20.410)
H (-32.735, -21.962, 18.835)
C (-25.528, -18.057, 20.019)
C (-26.407, -16.988, 20.654)
C (-26.649, -15.809, 19.754)
O (-25.398, -15.268, 19.349)
C (-25.546, -14.393, 18.254)
N (-27.780, -17.519, 20.916)
H (-24.586, -17.612, 19.676)
H (-25.993, -18.459, 19.110)
H (-25.302, -18.902, 20.670)
H (-26.009, -16.713, 21.632)
H (-27.171, -15.022, 20.309)
H (-27.241, -16.101, 18.878)
H (-26.274, -13.595, 18.425)
H (-25.861, -15.058, 17.437)
H (-24.592, -13.955, 17.975)
H (-27.936, -18.274, 20.251)
H (-27.882, -17.947, 21.827)
C (-21.073, -23.241, 20.130)
C (-22.178, -22.266, 19.792)
C (-23.407, -23.004, 19.342)
O (-24.476, -22.102, 19.216)
C (-25.669, -22.750, 18.909)
N (-22.420, -21.404, 20.942)
H (-20.892, -23.952, 19.309)
H (-21.214, -23.807, 21.047)
H (-20.121, -22.699, 20.154)
H (-21.823, -21.692, 18.920)
H (-23.634, -23.782, 20.092)
H (-23.213, -23.550, 18.408)
H (-26.510, -22.065, 18.868)
H (-25.841, -23.529, 19.666)
H (-25.615, -23.305, 17.960)
H (-23.228, -20.839, 20.693)
H (-21.585, -20.821, 21.007)
C (-25.418, -19.293, 15.874)
C (-23.916, -19.566, 15.733)
C (-23.154, -18.646, 16.637)
O (-23.439, -17.302, 16.295)
C (-22.697, -16.391, 17.052)
N (-23.727, -20.960, 16.145)
H (-25.985, -19.946, 15.212)
H (-25.638, -18.260, 15.595)
H (-25.679, -19.447, 16.922)
H (-23.651, -19.519, 14.675)
H (-22.066, -18.823, 16.613)
H (-23.432, -18.817, 17.693)
H (-22.866, -15.376, 16.699)
H (-21.605, -16.517, 16.948)
H (-22.940, -16.517, 18.115)
H (-24.079, -21.178, 17.071)
H (-22.781, -21.328, 16.029)
C (-22.651, -8.752, 16.165)
C (-21.431, -9.623, 15.892)
C (-21.745, -10.788, 14.958)
O (-22.617, -11.786, 15.438)
C (-22.079, -12.529, 16.509)
N (-20.365, -8.791, 15.317)
H (-22.379, -7.888, 16.767)
H (-23.404, -9.289, 16.752)
H (-23.163, -8.508, 15.230)
H (-21.087, -10.086, 16.822)
H (-20.773, -11.262, 14.721)
H (-22.098, -10.428, 13.985)
H (-22.849, -13.262, 16.751)
H (-21.997, -11.883, 17.387)
H (-21.155, -13.066, 16.276)
H (-19.654, -9.354, 14.862)
H (-20.732, -8.164, 14.610)
C (-18.456, -22.587, 15.906)
C (-19.794, -22.079, 15.354)
C (-20.492, -23.111, 14.541)
O (-21.010, -24.116, 15.353)
C (-21.273, -25.303, 14.682)
N (-20.683, -21.581, 16.396)
H (-17.718, -22.695, 15.087)
H (-18.435, -23.611, 16.288)
H (-17.960, -21.858, 16.548)
H (-19.473, -21.272, 14.690)
H (-19.822, -23.514, 13.763)
H (-21.288, -22.622, 13.951)
H (-21.610, -26.048, 15.399)
H (-20.383, -25.711, 14.180)
H (-22.055, -25.185, 13.919)
H (-20.296, -20.749, 16.823)
H (-20.842, -22.280, 17.112)
C (-31.160, -23.375, 11.783)
C (-30.713, -22.128, 12.549)
C (-29.345, -21.656, 12.128)
O (-29.022, -20.545, 12.942)
C (-27.632, -20.266, 12.980)
N (-31.719, -21.042, 12.471)
H (-32.165, -23.699, 12.029)
H (-30.475, -24.162, 12.118)
H (-30.964, -23.223, 10.720)
H (-30.682, -22.439, 13.601)
H (-29.370, -21.315, 11.079)
H (-28.562, -22.418, 12.224)
H (-27.519, -19.369, 13.587)
H (-27.273, -20.163, 11.950)
H (-27.052, -21.044, 13.497)
H (-31.247, -20.146, 12.446)
H (-32.306, -21.128, 11.651)
C (-19.743, -20.051, 22.941)
C (-20.121, -18.996, 21.936)
C (-19.311, -17.727, 22.125)
O (-19.631, -16.831, 21.092)
C (-19.075, -15.571, 21.250)
N (-19.978, -19.522, 20.545)
H (-20.087, -19.755, 23.934)
H (-18.658, -20.171, 23.055)
H (-20.127, -21.022, 22.638)
H (-21.176, -18.719, 22.039)
H (-18.239, -17.975, 22.093)
H (-19.560, -17.274, 23.096)
H (-19.647, -14.907, 20.608)
H (-18.012, -15.493, 20.986)
H (-19.148, -15.203, 22.284)
H (-18.992, -19.757, 20.401)
H (-20.087, -18.725, 19.915)
C (-20.564, -15.941, 13.016)
C (-19.846, -15.246, 14.186)
C (-18.465, -15.842, 14.394)
O (-17.906, -15.661, 15.670)
C (-17.439, -14.361, 15.914)
N (-19.745, -13.800, 13.890)
H (-20.093, -15.622, 12.081)
H (-21.568, -15.516, 12.952)
H (-20.650, -17.027, 13.069)
H (-20.469, -15.339, 15.081)
H (-17.791, -15.495, 13.590)
H (-18.562, -16.920, 14.249)
H (-18.238, -13.627, 16.048)
H (-16.857, -14.020, 15.043)
H (-16.797, -14.359, 16.792)
H (-20.619, -13.387, 13.609)
H (-18.947, -13.640, 13.294)

Results of the Mulliken charge analysis, in e, for atoms 1 through 99: 0.14 -0.58 0.26 -0.10 -0.07 0.32 -0.28 -0.59 -0.02 0.36 0.16 0.26 -1.08 0.60 -0.67 -0.35 -0.64 -0.75 0.05 0.33 0.41 0.24 0.20 0.29 0.33 0.29 0.23 0.26 0.26 -0.73 0.51 -0.90 -0.27 -0.29 -0.66 0.19 -0.14 0.38 0.45 0.36 0.28 0.38 0.27 -0.23 0.09 0.33 -1.89 1.56 -1.13 -0.13 -0.81 -0.79 0.39 0.46 0.36 -0.33 0.54 0.32 0.15 0.38 0.31 0.32 0.16 -0.31 0.21 -0.35 0.40 0.11 0.47 -0.48 0.61 -0.37 0.32 0.30 -0.09 -0.60 0.22 0.06 -0.20 -0.02 -1.45 0.56 -0.48 -0.36 0.29 -0.71 0.40 0.33 0.37 0.21 0.12 0.34 -0.63 0.37 -0.04 0.26 0.29 -1.58 0.23

***

Density functional theory data (wB97M-V/def2-TZVPD) for a single C2H4N2O2S molecule at a distorted geometry.

Output
- orbital gap (eV) = 9.84
- maximum force (eV Å⁻¹) = 1.0
- SMILES = O=CNO/C=N/S
- ΔE to the lowest compared entry with this formula, charge and spin (kcal per mole) = 62.4

Geometry (Å):
C (-0.633, 0.874, -0.643)
C (1.807, -0.670, 0.128)
H (-2.911, -1.347, 0.630)
H (-1.059, 1.402, -1.491)
H (0.775, 0.551, 1.414)
H (2.167, -1.261, 1.026)
N (-1.191, 0.018, 0.096)
N (1.314, 0.557, 0.535)
O (0.653, 1.261, -0.462)
O (1.911, -1.059, -1.004)
S (-2.833, -0.326, -0.229)

Charge distribution, Mulliken scheme, values in e: 0.17 0.14 0.15 0.42 0.36 0.29 -0.44 -0.20 -0.27 -0.47 -0.15

***

What is the formula in the second record? C38H107N9O11

***

What is the formula in the first record? C20H23N3O3S

***

maximum force of number 3 (C2H4N2O2S)? 1.0 eV Å⁻¹